[1]
C39H35IN4O4ReS as an isolated structure in a non-equilibrium geometry. Source: the OMol25 dataset; level of theory: ωB97M-V/def2-TZVPD.

```
! wB97M-V def2-TZVPD RIJCOSX def2/J DEFGRID3
* xyz 0 4
Re -0.532 -0.881 -0.495
C -2.067 -4.168 1.971
C -2.418 -2.920 2.720
N -2.827 -3.035 3.955
C -3.107 -1.937 4.661
C -3.012 -0.657 4.163
C -3.299 0.520 5.063
O -4.445 1.256 4.678
C -2.609 -0.486 2.818
C -2.576 0.813 2.237
N -2.136 1.077 1.053
C -2.146 2.372 0.593
C -2.006 3.497 1.421
C -2.060 4.776 0.908
C -2.217 4.980 -0.454
C -2.331 3.889 -1.299
C -2.286 2.613 -0.777
I -2.557 0.958 -2.084
C -2.255 -1.652 2.071
O -1.807 -1.629 0.867
H -1.855 -4.966 2.675
H -2.904 -4.470 1.340
H -1.204 -3.992 1.330
H -3.414 -2.121 5.682
H -3.402 0.161 6.097
H -2.473 1.238 5.037
H -5.211 0.676 4.746
H -3.035 1.602 2.835
H -1.855 3.351 2.480
H -1.985 5.626 1.570
H -2.255 5.979 -0.861
H -2.473 4.029 -2.360
O 3.417 -0.677 -2.051
S 2.227 0.090 -1.857
O 2.101 0.712 -0.463
N 0.837 -0.681 -2.036
C 0.568 -1.422 -3.172
C 1.307 -1.405 -4.339
C 0.894 -2.173 -5.429
C -0.247 -2.933 -5.374
C -1.031 -2.964 -4.205
C -2.229 -3.700 -4.083
C -2.897 -3.685 -2.883
C -2.400 -2.930 -1.824
N -1.296 -2.194 -1.907
C -0.608 -2.216 -3.085
C 2.280 1.504 -2.947
C 3.441 1.772 -3.648
C 3.472 2.852 -4.514
C 2.344 3.643 -4.666
C 1.184 3.362 -3.962
C 1.147 2.282 -3.095
H 2.203 -0.804 -4.395
H 1.489 -2.153 -6.331
H -0.552 -3.536 -6.215
H -2.591 -4.261 -4.930
H -3.808 -4.246 -2.746
H -2.921 -2.898 -0.878
H 4.292 1.129 -3.500
H 4.373 3.077 -5.063
H 2.374 4.488 -5.336
H 0.310 3.982 -4.085
H 0.257 2.040 -2.537
C 1.136 1.367 2.810
C 1.520 0.195 1.898
C 0.930 -1.084 2.529
C 0.917 0.466 0.480
C 3.019 -0.054 1.865
C 3.475 -1.169 1.165
C 4.793 -1.570 1.245
C 5.688 -0.874 2.041
C 5.257 0.254 2.714
C 3.939 0.671 2.611
H 0.052 1.458 2.822
H 1.552 2.306 2.453
H 1.469 1.191 3.831
H -0.081 -0.907 2.880
H 1.538 -1.391 3.379
H 0.909 -1.898 1.808
H 0.502 1.491 0.513
H 2.784 -1.733 0.556
H 5.119 -2.439 0.695
H 6.711 -1.211 2.138
H 5.947 0.810 3.336
H 3.647 1.567 3.139
*
```

E_tot, Ha: -2801.19720
Expectation value of S²: 4.202
Orbital gap (alpha / beta), eV: 6.8 / 4.9
E_HOMO (alpha / beta), eV: -7.11 / -5.29
LUMO (alpha / beta), eV: -0.353 / -0.383
Energy above the lowest of the compared OMol25 structures with the same formula, charge and spin, kJ/mol: 261.7

Results of the Löwdin charge analysis, in e, for atoms 1 through 5: 1.2945 -0.0191 -0.2606 0.1155 -0.1099

---

[2]
A 6-piece molecular cluster, C39H35NO3 overall. Source: the OMol25 dataset; level of theory: ωB97M-V/def2-TZVPD.

```
! wB97M-V def2-TZVPD RIJCOSX def2/J DEFGRID3
* xyz 0 1
O 1.233 0.838 0.300
C 0.326 1.485 0.722
C -1.135 1.255 0.578
C -1.777 2.228 1.224
C -3.238 2.390 1.350
C -4.030 2.760 0.268
C -5.399 2.851 0.454
C -5.916 2.578 1.713
N -5.174 2.240 2.765
C -3.865 2.147 2.571
C -0.745 3.123 1.835
O -0.864 4.076 2.532
O 0.502 2.629 1.466
H -1.571 0.422 0.046
H -3.579 2.970 -0.693
H -6.062 3.116 -0.358
H -6.988 2.638 1.874
H -3.263 1.861 3.428
C -0.551 7.634 -0.224
C -0.898 8.389 -1.336
C -1.672 7.830 -2.343
C -2.097 6.513 -2.241
C -1.744 5.758 -1.131
C -0.974 6.316 -0.121
H 0.049 8.071 0.563
H -0.564 9.416 -1.417
H -1.944 8.420 -3.209
H -2.701 6.076 -3.026
H -2.071 4.728 -1.054
H -0.703 5.732 0.747
C 2.815 -1.740 -4.067
C 2.298 -0.978 -3.027
C 2.651 -1.255 -1.713
C 3.522 -2.303 -1.443
C 4.036 -3.070 -2.479
C 3.683 -2.788 -3.792
H 2.542 -1.518 -5.090
H 1.619 -0.162 -3.242
H 2.245 -0.655 -0.908
H 3.802 -2.523 -0.420
H 4.713 -3.888 -2.264
H 4.086 -3.384 -4.601
C 7.529 -4.633 2.399
C 7.318 -3.651 1.441
C 6.169 -2.873 1.487
C 5.230 -3.079 2.488
C 5.438 -4.065 3.443
C 6.588 -4.841 3.399
H 8.426 -5.237 2.367
H 8.048 -3.492 0.659
H 6.006 -2.106 0.741
H 4.335 -2.470 2.525
H 4.705 -4.228 4.222
H 6.752 -5.609 4.144
C 4.224 -6.943 -7.681
C 3.706 -6.179 -6.645
C 4.063 -6.456 -5.333
C 4.936 -7.498 -5.056
C 5.450 -8.266 -6.091
C 5.095 -7.988 -7.404
H 3.949 -6.724 -8.705
H 3.023 -5.367 -6.860
H 3.659 -5.859 -4.524
H 5.216 -7.713 -4.032
H 6.128 -9.082 -5.876
H 5.497 -8.586 -8.212
C -7.564 1.545 6.034
C -7.580 2.510 5.035
C -8.526 3.526 5.078
C -9.452 3.578 6.112
C -9.436 2.608 7.105
C -8.491 1.592 7.066
H -6.825 0.754 6.006
H -6.852 2.462 4.232
H -8.540 4.284 4.304
H -10.186 4.373 6.144
H -10.159 2.645 7.909
H -8.477 0.837 7.842
*
```

E_tot, Ha: -1787.59148
SMILES string: O=C1C=C(c2cccnc2)C(=O)O1.c1ccccc1.c1ccccc1.c1ccccc1.c1ccccc1.c1ccccc1
Orbital gap, eV: 7.9
E_HOMO, eV: -9.23
LUMO, eV: -1.375

Results of the Löwdin charge analysis, in e, for atoms 1 through 5: 0.1637 -0.4090 0.1336 -0.0736 -0.1540

---

[3]
C39H36BeClN3Si2 as an isolated structure in a non-equilibrium geometry. Source: the OMol25 dataset; level of theory: ωB97M-V/def2-TZVPD.

```
! wB97M-V def2-TZVPD RIJCOSX def2/J DEFGRID3
* xyz 0 1
C -2.370 -0.851 1.027
C -2.199 -0.403 -0.355
C -1.759 -1.585 -1.109
H -2.760 0.403 -0.813
C -1.610 -2.650 -0.203
C -1.969 -2.185 1.107
H -2.055 -2.813 1.987
H -2.681 -0.210 1.850
H -1.689 -1.664 -2.198
H -1.339 -3.684 -0.435
Be -0.546 0.127 -0.266
Si -0.965 0.060 -6.348
C -0.395 1.478 -7.485
C 0.920 1.591 -7.999
H 1.668 0.795 -7.842
C 1.304 2.772 -8.655
H 2.342 2.889 -8.969
C 0.394 3.817 -8.856
H 0.713 4.751 -9.337
C -0.928 3.645 -8.433
H -1.649 4.449 -8.574
C -1.337 2.477 -7.779
H -2.366 2.377 -7.419
C -0.263 -1.345 -7.412
C -1.109 -1.538 -8.531
H -2.116 -1.097 -8.539
C -0.619 -2.203 -9.658
H -1.256 -2.287 -10.538
C 0.680 -2.734 -9.670
H 1.065 -3.218 -10.575
C 1.469 -2.652 -8.516
H 2.465 -3.101 -8.496
C 1.005 -1.972 -7.372
H 1.634 -1.911 -6.469
H -2.413 0.002 -6.048
Si 2.479 0.618 -4.218
C 1.680 -1.128 -3.936
C 0.351 -1.566 -4.104
H -0.480 -0.834 -4.164
C 0.032 -2.939 -4.141
H -0.975 -3.269 -4.446
C 0.999 -3.894 -3.810
H 0.767 -4.969 -3.823
C 2.296 -3.476 -3.485
H 3.058 -4.204 -3.159
C 2.623 -2.112 -3.561
H 3.638 -1.781 -3.304
C 1.152 1.945 -4.601
C -0.248 1.968 -4.381
H -0.766 1.120 -3.921
C -0.971 3.148 -4.623
H -2.054 3.126 -4.521
C -0.333 4.315 -5.026
H -0.905 5.231 -5.193
C 1.042 4.291 -5.243
H 1.555 5.196 -5.562
C 1.771 3.116 -5.054
H 2.852 3.123 -5.248
H 3.776 0.579 -4.846
Cl 3.124 1.123 -2.320
N 1.002 0.879 1.991
C 1.459 -0.290 1.389
C 2.580 -0.940 1.905
C 3.180 -1.898 1.099
C 2.633 -2.217 -0.152
C 1.473 -1.586 -0.543
N 0.885 -0.634 0.219
C 0.600 1.964 1.209
C 1.120 3.225 1.473
C 1.049 4.178 0.464
C 0.336 3.879 -0.706
C -0.331 2.681 -0.799
N -0.145 1.702 0.116
H 1.526 1.154 2.815
H 2.966 -0.628 2.881
H 4.072 -2.420 1.421
H 3.086 -2.929 -0.839
H 0.956 -1.810 -1.476
H 1.662 3.381 2.399
H 1.524 5.143 0.573
H 0.279 4.560 -1.545
H -1.004 2.429 -1.616
*
```

E_tot, Ha: -2725.89596
Orbital gap (alpha / beta), eV: 2.9 / 2.9
E_HOMO (alpha / beta), eV: -3.84 / -3.85
LUMO (alpha / beta), eV: -0.926 / -0.926
Energy above the lowest of the compared OMol25 structures with the same formula, charge and spin, kJ/mol: 236.0

Results of the Löwdin charge analysis, in e, for atoms 1 through 5: -0.1088 -0.2618 -0.1249 0.1159 -0.1126